21
Properties=species:S:1:pos:R:3:forces:R:3:nbo_charge:R:1 method="wB97M-V/def2-TZVPD" total_charge=0 homo_ev="-7.5 / -6.7" e_lumo_ev="0.79 / 0.42" de_lowest_kj_mol=536.3
C -0.03699 1.33683 -1.49461 -0.8 1.3 2.6 0.055
C -1.35428 0.74290 -1.06301 -0.1 -1.2 -0.2 0.041
C 0.81179 2.33274 -0.59814 -0.7 -4.0 -0.5 -0.631
C -0.93055 -2.38105 -0.82070 3.1 0.8 -1.2 -0.283
C 0.59664 -0.48846 2.51986 -1.9 0.1 -2.0 -0.259
C 0.85116 -1.37438 0.29823 -0.5 1.2 2.5 0.413
O -1.34754 1.79660 -1.88592 0.6 1.7 -1.8 -0.474
O -0.40258 -1.68239 0.22519 0.4 -0.5 0.0 -0.392
O 1.41167 -0.70867 1.36257 -0.7 -0.2 -0.6 -0.496
Cl -2.19068 1.00346 0.45679 0.2 0.1 0.6 -0.062
H 0.49516 0.71429 -2.16984 0.4 -0.1 -1.0 0.186
H 0.94481 3.27282 -0.98230 -0.5 2.5 -1.1 0.222
H 1.82581 1.95438 -0.60172 0.3 -0.5 0.3 0.213
H 0.42228 2.31014 0.40218 -0.1 0.3 0.4 0.223
H -1.76586 -0.17019 -1.53329 0.7 0.3 0.6 0.215
H -1.81730 -2.82161 -0.64608 -2.9 -1.0 1.0 0.163
H -0.23721 -2.94719 -1.46366 -0.1 0.5 0.5 0.146
H -0.16639 0.31859 2.30102 0.6 -1.2 0.2 0.195
H 1.16979 -0.16536 3.32082 1.6 0.6 1.2 0.193
H 0.16459 -1.44752 2.78821 -0.6 0.1 0.1 0.184
H 1.55567 -1.59594 -0.41561 1.2 -0.6 -1.7 0.150


12
Properties=species:S:1:pos:R:3:forces:R:3:nbo_charge:R:1 method="wB97M-V/def2-TZVPD" total_charge=0 homo_ev="-8.9 / -8.9" e_lumo_ev="-1.85 / -1.85" de_lowest_kj_mol=374.7
C -1.27999 -1.35348 -1.15839 -0.4 3.8 -0.8 -0.767
N 1.36780 0.39334 1.77837 1.2 0.6 1.2 -1.200
O -1.05472 1.98290 -0.30103 0.8 -3.1 0.0 -0.971
P 0.76930 -0.04077 0.30866 0.2 1.8 -0.5 1.237
S 2.28149 0.00764 -0.89330 -1.1 -0.4 -0.2 -0.416
S -0.59344 -1.59522 0.51139 0.3 0.6 -0.4 0.070
H -1.66786 -2.19911 -1.66322 0.2 -1.3 -0.1 0.241
H -0.47687 -0.81195 -1.80629 -1.5 -1.2 1.0 0.259
H -2.18502 -0.62095 -1.08109 1.8 -1.1 0.0 0.261
H 0.97201 1.11952 2.38365 -0.3 -0.7 -0.5 0.432
H 2.42509 0.45725 1.80153 -1.9 -0.1 -0.3 0.433
H -0.55779 2.66082 0.11970 0.8 1.0 0.6 0.420


22
Properties=species:S:1:pos:R:3:forces:R:3:nbo_charge:R:1 method="wB97M-V/def2-TZVPD" total_charge=0 smiles="Cc1nccn1N(C)S(N)(=O)=O" homo_ev=-8.6 e_lumo_ev=0.34 de_lowest_kj_mol=46.0
C 1.54018 1.65935 0.10779 -1.1 0.8 2.6 -0.653
C 0.54629 1.48630 -0.91825 0.5 -0.3 -2.9 0.379
N 0.53002 2.17508 -2.04651 -1.4 -0.2 1.3 -0.445
C -0.49902 1.61167 -2.76913 1.5 -0.7 2.2 -0.066
C -1.00610 0.51247 -2.19096 0.4 -0.6 0.6 -0.138
N -0.27657 0.37747 -1.02152 0.6 -0.4 1.6 -0.217
N -0.46183 -0.49112 0.12893 0.2 1.7 -1.8 -0.512
C -0.70911 -1.92317 -0.08189 -1.1 0.0 -0.4 -0.441
S -1.57304 0.24953 1.14820 0.8 0.5 -0.7 2.347
N -0.71189 -0.14689 2.59468 -2.5 0.2 -1.0 -1.013
O -2.80420 -0.49244 1.00400 0.6 0.7 1.3 -0.916
O -1.52487 1.67409 0.89293 -0.2 -1.4 0.8 -0.903
H 1.66118 2.68867 0.49550 -0.2 -0.3 -0.7 0.240
H 1.08765 1.12120 0.94480 1.0 -0.2 0.3 0.213
H 2.48830 1.30030 -0.18076 1.1 -0.7 -0.2 0.235
H -0.71571 1.99961 -3.65622 -1.0 1.4 -3.6 0.195
H -1.51340 -0.31825 -2.60182 -0.9 -0.4 -0.2 0.219
H -0.27619 -2.22880 -1.03705 0.7 0.0 0.5 0.229
H -0.35562 -2.46389 0.82757 -0.2 0.2 -1.0 0.232
H -1.80000 -2.08987 -0.25589 0.7 -0.1 0.5 0.219
H -0.32568 0.71489 2.98510 -0.2 -0.1 -0.1 0.406
H -1.53815 -0.43831 3.12470 0.6 -0.1 0.9 0.389


90
Properties=species:S:1:pos:R:3:forces:R:3:mulliken_charge:R:1 method="wB97M-V/def2-TZVPD" total_charge=0 homo_ev=-6.8 e_lumo_ev=0.10 de_lowest_kj_mol=0.0
Ca -0.06639 -0.56819 -0.62252 -0.1 0.0 -0.4 2.533
I -3.37426 -7.33049 -3.24748 0.0 0.0 0.0 0.017
C -2.16823 -5.75711 -2.58549 0.0 0.0 0.0 -0.471
C -0.92357 -5.55197 -3.15950 0.0 0.0 0.0 -0.329
C -0.14083 -4.50523 -2.70761 0.0 0.0 0.0 -0.355
I 1.72746 -4.15621 -3.57379 0.0 0.0 0.0 -0.029
C -0.54127 -3.62723 -1.67432 0.0 0.0 0.0 0.026
O 0.20444 -2.66464 -1.25930 0.1 0.0 0.0 -0.584
C -1.83406 -3.86520 -1.12571 0.0 0.0 0.0 -0.048
C -2.34470 -2.94481 -0.04838 0.0 0.0 0.0 -0.270
N -2.44972 -1.54392 -0.49727 0.0 0.0 0.1 0.610
C -3.32058 -1.37853 -1.64814 0.0 0.0 0.0 -0.882
C -3.10572 -0.05946 -2.34083 0.0 0.0 0.0 0.456
C -4.15075 0.55776 -3.02276 0.0 0.0 0.0 -1.120
C -3.90664 1.72610 -3.71829 0.0 0.0 0.0 -0.384
C -2.62331 2.25279 -3.70955 0.0 0.0 0.0 -1.157
C -1.64840 1.58530 -2.99215 0.0 0.0 0.0 -0.136
N -1.87410 0.45488 -2.31822 0.0 0.0 0.0 0.396
C -2.61804 -4.91191 -1.58035 0.0 0.0 0.0 -0.460
H -0.56665 -6.19626 -3.95098 0.0 0.0 0.0 0.372
H -1.65976 -2.93657 0.80203 0.0 0.0 0.0 -0.382
H -3.31290 -3.32143 0.30811 0.0 0.0 0.0 0.541
H -2.81819 -0.98974 0.27979 0.0 0.0 0.0 -0.038
H -4.38519 -1.49152 -1.40038 0.0 0.0 0.0 0.325
H -3.08460 -2.16808 -2.36886 0.0 0.0 0.0 0.456
H -5.13832 0.11614 -3.00026 0.0 0.0 0.0 0.456
H -4.70446 2.22170 -4.25653 0.0 0.0 0.0 0.411
H -2.38232 3.16493 -4.23749 0.0 0.0 0.0 0.454
H -0.63653 1.96614 -2.93793 0.0 0.0 0.0 0.301
H -3.59741 -5.06649 -1.14224 0.0 0.0 0.0 0.423
C 2.03250 4.57669 1.14782 0.0 0.0 0.0 -0.940
N 1.00686 3.75813 0.53055 0.0 0.0 0.0 0.289
C -0.33701 3.93612 0.68468 0.0 0.0 0.0 -1.133
C -0.93256 2.85288 0.10847 0.0 0.0 0.0 -0.753
N 0.02140 2.00452 -0.37317 0.0 0.0 0.0 1.021
C 1.18415 2.56972 -0.10904 0.0 0.0 0.0 -0.402
P 2.82055 2.00883 -0.66517 0.0 0.0 0.0 -0.507
C 2.36141 1.27959 -2.27525 0.0 0.0 0.0 -0.578
N 1.39597 0.40944 -2.51677 0.1 0.0 0.1 0.605
C 1.50275 0.06430 -3.83018 0.0 0.0 0.0 -0.926
C 2.54658 0.73903 -4.39736 0.0 0.0 0.0 -0.573
N 3.08844 1.50918 -3.40496 0.0 0.0 0.0 0.148
C 4.23843 2.38504 -3.55067 0.0 0.0 0.0 -0.860
C 3.08235 0.44798 0.23431 0.0 0.1 0.0 -0.344
N 2.39108 -0.65734 0.04768 0.0 -0.1 0.0 0.650
C 3.03953 -1.64411 0.72694 0.0 0.0 0.0 -1.015
C 4.13102 -1.11859 1.35946 0.0 0.0 0.0 -0.801
N 4.15670 0.21178 1.03933 0.0 0.0 0.0 0.506
C 5.16756 1.16411 1.46053 0.0 0.0 0.0 -0.874
H 1.59547 5.53498 1.41641 0.0 0.0 0.0 0.349
H 2.40048 4.09246 2.05264 0.0 0.0 0.0 0.285
H 2.85548 4.74222 0.45570 0.0 0.0 0.0 0.366
H -0.74396 4.78616 1.20378 0.0 0.0 0.0 0.438
H -1.98411 2.63556 0.01665 0.0 0.0 0.0 0.836
H 0.84175 -0.65766 -4.28002 0.0 0.0 0.0 0.595
H 2.94809 0.73517 -5.39559 0.0 0.0 0.0 0.448
H 4.56084 2.35532 -4.58792 0.0 0.0 0.0 0.326
H 3.97811 3.40919 -3.29013 0.0 0.0 0.0 0.325
H 5.05929 2.05325 -2.91727 0.0 0.0 0.0 0.304
H 2.67745 -2.65715 0.72498 0.0 0.0 0.0 0.683
H 4.86680 -1.56208 2.00788 0.0 0.0 0.0 0.469
H 5.73973 0.72205 2.27204 0.0 0.0 0.0 0.338
H 5.84221 1.40918 0.64067 0.0 0.0 0.0 0.310
H 4.69933 2.07772 1.82195 0.0 0.0 0.0 0.302
Cl 3.53270 -3.00084 5.52743 0.0 0.0 0.0 -0.267
C 2.39057 -2.28307 4.41994 0.0 0.0 0.0 0.090
C 1.53026 -3.10695 3.67668 0.0 0.0 0.0 -0.803
C 0.65413 -2.55979 2.78237 0.0 0.0 0.1 -0.551
C 0.56166 -1.14877 2.55508 0.0 0.0 -0.1 0.004
O -0.20506 -0.69806 1.64313 0.0 0.1 0.1 0.106
C 1.41405 -0.33324 3.36924 0.0 0.1 0.0 1.504
C 1.44865 1.10955 3.34229 -0.1 -0.1 0.0 -0.442
O 0.73259 1.89062 2.73041 0.0 0.0 0.0 -0.516
C 2.32380 -0.92982 4.26874 0.0 0.0 0.0 -1.328
H 1.57939 -4.18077 3.80745 0.0 0.0 0.0 0.461
H 0.01836 -3.19947 2.18277 0.0 0.0 0.0 0.348
H 2.23569 1.53012 4.00697 0.0 0.0 0.0 0.186
H 2.97389 -0.28993 4.85550 0.0 0.0 0.0 0.381
N -1.95395 2.81500 3.73226 0.0 0.0 0.0 -0.260
C -2.95283 1.99036 3.29835 0.0 0.0 0.0 0.124
C -2.69940 1.06501 2.26136 0.0 0.1 -0.1 0.446
N -3.65404 0.30656 1.76832 0.0 0.0 0.0 -0.315
C -4.87755 0.42892 2.30710 0.0 0.0 0.0 -0.595
C -5.10992 1.31401 3.33618 0.0 0.0 0.0 -0.392
N -4.15831 2.10334 3.84064 0.0 0.0 0.0 -0.696
H -1.00440 2.55354 3.50106 0.0 0.0 0.0 0.139
H -2.11014 3.26096 4.61999 0.0 0.0 0.0 0.284
H -1.69870 0.97689 1.85453 0.0 -0.1 0.1 0.273
H -5.66661 -0.19454 1.90762 0.0 0.0 0.0 0.420
H -6.09449 1.39595 3.78200 0.0 0.0 0.0 0.381


23
Properties=species:S:1:pos:R:3:forces:R:3:nbo_charge:R:1 method="wB97M-V/def2-TZVPD" total_charge=0 smiles=CC(C)[C@H](N)CO.O homo_ev=-9.4 e_lumo_ev=0.70 de_lowest_kj_mol=132.0
C 0.64120 1.09571 -1.22104 -1.2 -0.2 0.9 -0.617
C 1.11876 -0.08058 -0.30003 -0.8 0.6 -1.7 -0.225
C 1.74296 0.40228 0.99920 0.5 -0.7 -1.1 -0.609
C 0.06251 -1.21236 -0.21661 -1.0 -0.1 -0.1 -0.058
N -0.04408 -1.78794 -1.57514 0.5 -0.4 0.0 -0.854
C -1.33628 -0.78794 0.26570 1.1 0.9 1.7 -0.081
O -1.20344 -0.22658 1.61494 0.2 0.3 -0.7 -0.760
H -0.44998 1.17375 -1.21882 0.1 0.0 -0.2 0.201
H 0.95492 0.91126 -2.23240 0.0 0.1 -0.4 0.218
H 0.97146 2.07968 -0.90717 0.5 0.1 0.2 0.199
H 1.79018 -0.49503 -1.06703 0.9 -0.4 1.3 0.214
H 2.23121 -0.45658 1.45493 -0.1 0.1 0.6 0.205
H 1.03757 0.90196 1.64620 -0.2 -0.1 0.2 0.220
H 2.52577 1.09284 0.71200 0.3 0.3 0.2 0.205
H 0.40048 -1.98738 0.49541 0.1 0.3 -0.1 0.168
H 0.61860 -2.55450 -1.61312 0.1 0.1 -0.3 0.358
H -0.92318 -2.20728 -1.84895 -0.3 0.2 0.5 0.363
H -1.75090 0.03342 -0.30763 -0.2 -0.2 -0.3 0.209
H -2.02794 -1.60151 0.40453 -0.2 -0.5 -0.8 0.171
H -1.44805 -0.89094 2.24517 -0.1 -0.5 0.4 0.469
O -1.99064 2.22426 0.70219 -0.5 -0.1 1.1 -0.945
H -1.14408 2.48951 0.36885 0.7 0.3 -0.4 0.463
H -1.77703 1.88394 1.59882 -0.3 0.0 -0.9 0.486


47
Properties=species:S:1:pos:R:3:forces:R:3:mulliken_charge:R:1 method="wB97M-V/def2-TZVPD" total_charge=+2 homo_ev="-15.7 / -15.5" e_lumo_ev="-8.61 / -9.60"
Sc 0.38489 -0.19217 0.94906 -0.1 -1.8 1.2 -0.860
P 2.35224 -0.58269 -0.60322 1.2 0.8 -0.2 1.009
C 1.40884 -0.12495 -2.10515 -1.0 -3.7 -0.3 -0.792
C -0.02898 -0.46032 -2.10961 0.4 0.4 0.0 0.659
N -0.72451 -0.39067 -0.91827 -0.3 0.7 -0.4 0.398
C -2.07948 -0.38367 -0.91623 0.9 -0.3 0.6 0.610
C -2.80088 -0.66157 -2.06959 -0.1 0.1 -0.5 -0.870
C -2.11788 -0.82801 -3.26928 -0.3 -0.2 0.0 -0.531
C -0.73533 -0.72035 -3.29546 0.7 0.3 -0.2 -0.952
C -2.76798 -0.11580 0.39758 0.1 -0.2 0.4 -1.139
P -1.79674 0.89589 1.64732 -2.0 0.6 -0.4 1.166
H -0.16821 -0.79123 -4.22797 -0.3 0.0 0.3 0.507
H -3.88572 -0.72014 -2.01881 0.2 0.1 -0.1 0.552
H -2.66646 -1.01081 -4.19015 0.1 0.0 0.2 0.462
H -3.70045 0.44406 0.24357 0.1 -0.3 -0.1 0.640
H -3.02030 -1.06766 0.89095 0.0 0.1 -0.2 0.439
H 1.34295 1.46477 -2.49772 -0.1 2.0 0.1 0.168
H 1.92755 -0.43318 -3.03321 -0.3 0.6 0.1 0.657
H 1.13673 2.86698 -1.12332 0.0 0.3 1.4 0.463
O 1.17451 2.47002 -2.34116 0.2 -0.8 -1.8 -0.551
H 1.55569 3.02875 -3.05075 -0.2 -0.5 0.4 0.306
H 1.01799 1.59277 0.67300 0.4 1.6 -0.5 0.329
O 1.18566 3.09451 -0.04919 -0.5 -0.7 0.5 -0.567
H 0.36308 3.52195 0.26660 0.5 -0.2 -0.3 0.299
C -2.36437 2.55931 1.16776 0.4 0.3 0.0 -1.333
H -3.45979 2.62343 1.24328 0.3 -0.1 0.0 0.440
H -1.91526 3.29192 1.85422 -0.2 -0.1 -0.3 0.414
H -2.06176 2.78345 0.13498 -0.1 0.0 0.3 0.385
C -2.72904 0.59665 3.15983 0.2 -0.3 0.5 -1.215
H -2.32757 1.24846 3.94141 -0.1 -0.1 0.0 0.426
H -3.79766 0.80332 3.03908 0.2 0.0 -0.1 0.414
H -2.59369 -0.44292 3.47151 0.0 0.1 0.0 0.354
C 3.12472 -2.21887 -0.74554 -0.2 -0.5 -0.5 -1.219
H 3.83777 -2.23153 -1.57578 -0.1 0.0 0.0 0.444
H 3.67138 -2.47731 0.17189 -0.2 0.4 -0.1 0.406
H 2.37205 -2.99788 -0.90344 0.1 0.1 0.0 0.380
C 3.75931 0.55333 -0.72114 0.2 0.2 0.2 -1.254
H 4.43860 0.38413 0.12756 -0.2 0.1 -0.3 0.419
H 4.29955 0.37323 -1.66114 -0.1 0.1 0.3 0.435
H 3.39704 1.58820 -0.68650 0.2 -0.2 0.0 0.313
F 0.40470 -3.22990 1.29282 0.0 0.7 0.4 -0.305
C 0.17111 -2.17750 2.18543 -0.1 0.1 -0.1 0.221
F -1.10957 -2.40324 2.69571 0.7 0.3 -0.3 -0.265
C 1.14545 -2.34865 3.36121 0.2 -1.2 1.2 0.815
F 0.98232 -3.53542 4.00191 0.3 1.4 -0.7 -0.223
F 2.44297 -2.29032 2.91623 -1.2 0.3 0.2 -0.215
F 0.95450 -1.34837 4.27978 0.2 -0.8 -1.1 -0.243